# C2H3NS

A single C2H3NS molecule (ωB97M-V/def2-TZVPD, OMol25).

```
7
C2H3NS ωB97M-V/def2-TZVPD
S 2.58508 0.10339 0.02678
C 0.99715 -0.03041 0.02644
C -0.78620 0.57202 0.02186
N -0.07214 -0.78829 -0.00012
H -1.09033 0.94297 0.88355
H -1.29241 0.89841 -0.83790
H -0.34115 -1.69810 -0.12061
```

The value obtained for the LUMO energy is 0.7 eV. As for the HOMO energy: -8.26 eV. Its SMILES is S=C1CN1. As for the calculated total energy: -530.82931 Ha. The calculation puts the frontier orbital gap at 8.99 eV. The energy above the lowest of the compared OMol25 structures with the same formula, charge and spin is 66.1 kcal/mol.